(1)
184
Properties=species:S:1:pos:R:3:mulliken_spin:R:1 method="wB97M-V/def2-TZVPD" orbital_gap_ev="7.67 / 2.98" multiplicity=2 total_charge=+1 e_above_lowest_kj_mol=0.0
C 1.8537 -2.2458 4.0095 0.00
C 1.5913 -2.0608 2.5069 0.00
O 0.6241 -3.0465 2.2006 0.00
C 0.2162 -3.6259 3.2872 0.00
O -0.5068 -4.5900 3.2772 0.00
O 0.9199 -3.2685 4.3695 0.00
F 2.5966 -2.4577 1.8363 0.00
H 1.5881 -1.3275 4.5331 0.00
H 2.9090 -2.4786 4.1522 0.00
H 1.5049 -0.9967 2.2868 0.00
O -2.3717 0.2198 8.0303 0.00
P -3.1199 0.0947 6.7806 0.00
N -2.2027 -0.1309 5.3106 0.00
C -2.6743 -0.4270 4.0011 0.00
C -0.7512 0.2323 5.2537 0.00
N -4.0240 1.6024 6.4142 0.00
C -4.2758 2.6201 7.4866 0.00
C -4.9830 1.6209 5.2131 0.00
N -4.4187 -1.0492 6.7389 0.00
C -3.8940 -2.4422 6.8058 0.00
C -5.4887 -0.7883 7.7309 0.00
H -2.0787 -1.2386 3.5832 0.00
H -2.6282 0.4417 3.3443 0.00
H -3.6601 -0.8889 4.0566 0.00
H -0.5803 1.0758 5.9227 0.00
H -0.3401 0.6910 4.3545 0.00
H -0.1208 -0.5775 5.6209 0.00
H -3.3873 2.6564 8.1168 0.00
H -4.3546 3.6485 7.1340 0.00
H -5.1553 2.3322 8.0625 0.00
H -5.2833 2.5867 4.8065 0.00
H -4.4416 1.2801 4.3306 0.00
H -5.8442 1.0432 5.5489 0.00
H -3.3909 -2.5771 7.7632 0.00
H -4.6562 -3.2158 6.7118 0.00
H -3.1356 -2.6829 6.0608 0.00
H -6.4012 -1.2935 7.4144 0.00
H -5.7569 0.2672 7.7755 0.00
H -5.2263 -1.0693 8.7508 0.00
O 2.6960 3.0320 4.2873 0.00
P 3.7219 3.3996 3.3668 0.00
N 3.6508 2.5044 1.9300 0.00
C 4.6388 2.0794 0.9966 0.00
C 2.3469 1.8211 1.6723 0.00
N 5.2551 2.9971 3.9486 0.00
C 6.1232 4.0428 4.4378 0.00
C 5.2914 1.7911 4.8301 0.00
N 3.7588 5.0336 2.9435 0.00
C 3.3138 6.0449 3.9026 0.00
C 4.2679 5.6345 1.6960 0.00
H 4.8420 1.0350 1.2333 0.00
H 5.5144 2.6569 0.7003 0.00
H 4.1995 1.7952 0.0404 0.00
H 2.3268 1.6279 0.5998 0.00
H 1.4288 2.3980 1.7836 0.00
H 2.1650 0.9489 2.3003 0.00
H 6.0313 4.4230 5.4552 0.00
H 7.1866 3.8195 4.3525 0.00
H 6.0311 4.9456 3.8339 0.00
H 4.3835 1.1882 4.8479 0.00
H 6.1428 1.1907 4.5097 0.00
H 5.5536 2.2015 5.8053 0.00
H 2.2245 6.0428 3.9416 0.00
H 3.7329 5.7738 4.8716 0.00
H 3.5044 7.0742 3.5989 0.00
H 5.1293 6.2543 1.9447 0.00
H 3.5347 6.2869 1.2217 0.00
H 4.5972 4.8714 0.9908 0.00
O -7.1481 -5.7016 3.8938 0.02
P -6.8972 -4.8482 2.6867 -0.05
N -7.6710 -3.2662 2.7986 0.48
C -8.3414 -2.8794 4.0722 -0.03
C -7.6811 -2.3424 1.6552 -0.01
N -7.7156 -5.3472 1.1973 0.42
C -9.0345 -5.7936 1.1886 -0.01
C -7.1360 -5.2147 -0.1997 -0.03
N -5.3655 -4.4383 2.1535 0.00
C -4.5198 -5.4473 1.5892 0.01
C -4.6151 -3.3858 2.8227 -0.01
H -7.8458 -2.0228 4.5290 0.04
H -8.3702 -3.7311 4.7518 0.00
H -9.3653 -2.5390 3.9176 0.02
H -8.1524 -1.4138 1.9770 0.01
H -8.4657 -2.6364 0.9580 0.02
H -6.7424 -2.4445 1.1107 0.01
H -9.4259 -5.9771 2.1892 0.01
H -9.6528 -5.0788 0.6456 0.02
H -9.1440 -6.6793 0.5628 0.03
H -6.6105 -4.2608 -0.2447 0.02
H -6.4756 -6.0221 -0.5160 0.02
H -7.9660 -5.2908 -0.9021 0.00
H -3.4451 -5.3221 1.7214 0.00
H -4.8080 -6.4665 1.8465 0.00
H -4.5290 -5.5046 0.5007 0.00
H -4.8006 -3.4547 3.8946 0.01
H -5.1977 -2.5036 2.5572 0.00
H -3.6211 -3.1283 2.4569 0.00
O -1.6636 -1.4998 0.6851 0.00
P -1.4095 -1.9258 -0.7046 0.00
N -0.5871 -3.3607 -0.9459 0.00
C 0.9446 -3.3732 -0.9856 0.00
C -1.2190 -4.6548 -0.7442 0.00
N -0.4375 -0.6971 -1.3915 0.00
C -0.2818 -0.6257 -2.9265 0.00
C 0.1527 0.3823 -0.5114 0.00
N -2.9273 -1.9347 -1.5191 0.00
C -3.1388 -2.5160 -2.8752 0.00
C -4.1332 -1.6537 -0.7130 0.00
H 1.3036 -4.1202 -0.2775 0.00
H 1.4101 -2.4057 -0.7979 0.00
H 1.0833 -3.7130 -2.0119 0.00
H -1.0334 -4.9991 0.2732 0.00
H -0.6872 -5.4750 -1.2264 0.00
H -2.2315 -4.6496 -1.1477 0.00
H -0.9778 0.1032 -3.3417 0.00
H 0.7285 -0.5602 -3.3306 0.00
H -0.6050 -1.5098 -3.4761 0.00
H 0.7890 1.0089 -1.1365 0.00
H -0.5759 1.1255 -0.1874 0.00
H 0.7507 -0.1515 0.2272 0.00
H -2.2704 -2.9515 -3.3694 0.00
H -3.9770 -3.2126 -2.8542 0.00
H -3.3795 -1.7588 -3.6213 0.00
H -5.0353 -1.6999 -1.3231 0.00
H -4.0302 -0.7305 -0.1427 0.00
H -4.0837 -2.3576 0.1177 0.00
O 5.6168 0.0170 -1.6842 0.00
P 6.0529 0.4103 -3.0706 0.00
N 6.5665 2.0605 -3.2924 0.00
C 5.7753 3.2199 -2.7759 0.00
C 7.1928 2.3743 -4.5909 0.00
N 4.9156 0.0675 -4.2274 0.00
C 3.5890 -0.4154 -3.6690 0.00
C 5.2024 0.1010 -5.7045 0.00
N 7.4797 -0.5117 -3.4744 0.00
C 7.2280 -1.9415 -3.8630 0.00
C 8.5960 -0.3093 -2.4948 0.00
H 6.4270 4.0153 -2.4143 0.00
H 5.0719 2.9170 -2.0003 0.00
H 5.1978 3.8073 -3.4897 0.00
H 7.6682 3.3514 -4.5043 0.00
H 6.4591 2.3137 -5.3947 0.00
H 7.9190 1.5811 -4.7683 0.00
H 3.4922 0.0918 -2.7090 0.00
H 2.7864 -0.0680 -4.3196 0.00
H 3.6622 -1.4805 -3.4496 0.00
H 6.2391 -0.0141 -6.0211 0.00
H 4.5757 -0.6590 -6.1712 0.00
H 4.8766 1.0575 -6.1133 0.00
H 8.1188 -2.4061 -4.2856 0.00
H 6.6973 -2.5778 -3.1547 0.00
H 6.5467 -1.9432 -4.7138 0.00
H 8.8473 0.7511 -2.5160 0.00
H 9.3884 -0.9365 -2.9034 0.00
H 8.4566 -0.7521 -1.5086 0.00
O -1.2165 3.3935 -7.8031 0.00
P 0.1276 3.1447 -7.2598 0.00
N 0.2789 2.8966 -5.5436 0.00
C 1.5908 2.8379 -4.6744 0.00
C -0.9583 3.1304 -4.7257 0.00
N 1.2546 4.3820 -7.7250 0.00
C 0.9723 5.7785 -7.3167 0.00
C 1.8110 4.2972 -9.1147 0.00
N 0.8447 1.7560 -8.0379 0.00
C 0.0862 0.7217 -8.6727 0.00
C 2.2286 1.3150 -7.5804 0.00
H 2.5241 2.8836 -5.2356 0.00
H 1.8030 1.9588 -4.0659 0.00
H 1.5409 3.6821 -3.9868 0.00
H -1.2074 2.2175 -4.1847 0.00
H -1.8075 3.6373 -5.1839 0.00
H -0.6791 3.8812 -3.9864 0.00
H 1.8057 6.3557 -7.7172 0.00
H 0.0454 6.2389 -7.6588 0.00
H 0.9378 5.9693 -6.2440 0.00
H 1.0488 4.4272 -9.8830 0.00
H 2.6661 4.9699 -9.1813 0.00
H 2.1739 3.2770 -9.2392 0.00
H -0.8422 1.1395 -9.0620 0.00
H 0.6481 0.2414 -9.4737 0.00
H -0.1819 0.0517 -7.8558 0.00
H 2.2621 0.7338 -6.6589 0.00
H 2.9254 2.1526 -7.5498 0.00
H 2.6921 0.6168 -8.2774 0.00

(2)
177
Properties=species:S:1:pos:R:3:lowdin_charge:R:1 method="wB97M-V/def2-TZVPD" orbital_gap_ev=6.85 e_above_lowest_kj_mol=1496.7
C -2.0669 -12.5038 -10.2066 -0.66
O -1.6494 -11.6263 -9.4610 0.03
N -3.2062 -12.4650 -10.9384 0.16
N -1.2654 -13.5551 -10.5844 0.14
H -3.7657 -11.6303 -10.9356 0.12
H -3.5363 -13.2394 -11.4912 0.04
H -1.4496 -14.1335 -11.3840 0.05
H -0.3386 -13.5845 -10.1970 0.11
C -3.9229 -15.2631 -12.4344 -0.64
O -4.3402 -14.3574 -13.1738 -0.01
N -4.1692 -15.4601 -11.1224 0.18
N -3.1502 -16.2776 -12.8486 0.13
H -3.6643 -16.2395 -10.6953 0.08
H -4.7848 -14.8781 -10.5820 0.12
H -2.9262 -16.9536 -12.1225 0.07
H -2.9984 -16.4509 -13.8314 0.09
C -1.6484 -13.3077 -14.7001 -0.55
O -2.3296 -12.8899 -15.6292 0.08
N -0.4219 -13.8627 -14.9439 0.18
N -2.0349 -13.2311 -13.3980 0.19
H -0.0394 -13.5301 -15.8150 0.12
H 0.2264 -14.2397 -14.2788 0.08
H -1.3131 -13.3374 -12.7110 0.07
H -2.9240 -12.7932 -13.2348 0.10
C -4.5164 -15.3105 -17.9069 -0.09
C -3.9008 -15.3341 -16.5253 -0.37
C -2.4614 -15.9691 -16.6162 -0.15
O -2.2842 -17.0561 -15.7160 -0.21
C -2.6615 -18.2808 -16.2766 -0.09
N -3.8440 -13.9361 -16.0489 0.04
H -5.5344 -14.9196 -17.9039 0.07
H -4.5781 -16.3405 -18.2799 0.06
H -3.9725 -14.6963 -18.6264 0.08
H -4.6087 -15.7600 -15.8082 0.13
H -1.6503 -15.2731 -16.3686 0.10
H -2.1590 -16.1520 -17.6544 0.09
H -3.7338 -18.4073 -16.4620 0.11
H -2.4129 -19.0667 -15.5547 0.08
H -2.0789 -18.5064 -17.1761 0.01
H -2.8581 -13.6837 -16.0226 -0.20
H -4.0528 -13.9739 -15.0460 0.04
C -1.9627 -23.7359 -17.1257 -0.07
C -2.9686 -22.6543 -17.4619 -0.39
C -2.2818 -21.5057 -18.2029 -0.24
O -2.0289 -21.8905 -19.5365 -0.14
C -1.3426 -20.9130 -20.2965 -0.11
N -4.1216 -23.1979 -18.1976 0.05
H -1.2669 -24.0729 -17.8982 0.05
H -2.3539 -24.6426 -16.6591 0.08
H -1.2942 -23.3241 -16.3569 0.06
H -3.2554 -22.3243 -16.4598 0.13
H -1.3326 -21.2814 -17.7052 0.14
H -2.9425 -20.6322 -18.2039 0.10
H -0.4148 -20.6025 -19.8049 0.10
H -1.9917 -20.0444 -20.4323 0.05
H -1.0516 -21.3158 -21.2637 0.10
H -4.2603 -24.1575 -17.8983 0.06
H -3.8616 -23.3268 -19.1721 0.07
C 5.6873 -17.4088 -16.2618 -0.05
C 5.3960 -17.4799 -14.7475 -0.40
C 5.2386 -16.1231 -14.0593 -0.20
O 4.0394 -15.5322 -14.5558 -0.20
C 3.8672 -14.2634 -13.9260 -0.10
N 4.2044 -18.3518 -14.6039 0.04
H 4.8007 -17.1121 -16.8226 0.07
H 6.0165 -18.3868 -16.6114 0.07
H 6.4977 -16.7185 -16.5082 0.08
H 6.1795 -18.0762 -14.2685 0.14
H 6.1232 -15.5001 -14.2211 0.13
H 5.1019 -16.2250 -12.9751 0.12
H 3.1100 -13.6647 -14.4262 0.08
H 4.8310 -13.7545 -13.8620 0.08
H 3.5521 -14.3215 -12.8764 0.08
H 3.4651 -17.6583 -14.7621 0.07
H 4.2335 -18.4409 -13.5835 0.09
C 3.9664 -24.0643 -13.7996 -0.05
C 5.3503 -23.4267 -13.3899 -0.40
C 6.4605 -23.5906 -14.4290 -0.23
O 6.3478 -22.7667 -15.5633 -0.20
C 7.1736 -23.1595 -16.6329 -0.11
N 5.1871 -22.0215 -12.9916 0.04
H 3.5392 -24.4497 -12.8729 0.06
H 4.0830 -24.8803 -14.5154 0.07
H 3.2790 -23.3279 -14.2104 0.04
H 5.6524 -24.0305 -12.5329 0.13
H 6.4600 -24.6700 -14.6564 0.12
H 7.4379 -23.5962 -13.9298 0.12
H 6.6753 -24.0027 -17.1288 0.09
H 8.2072 -23.4392 -16.4196 0.09
H 7.1449 -22.3154 -17.3240 0.09
H 4.6452 -21.5629 -13.7327 0.02
H 4.4631 -22.0603 -12.2700 0.03
C 0.6845 -16.7422 -16.4824 -0.06
C 0.6563 -16.9043 -17.9968 -0.38
C -0.1320 -18.1465 -18.4377 -0.15
O -1.5224 -17.9513 -18.3465 -0.23
C -2.2777 -19.0312 -18.8233 -0.15
N 0.0465 -15.6805 -18.5661 0.06
H -0.3340 -16.6860 -16.0870 0.05
H 1.1607 -15.7900 -16.2546 0.07
H 1.1198 -17.5818 -15.9388 0.07
H 1.7160 -16.9544 -18.2586 0.13
H 0.1538 -18.9288 -17.7229 0.13
H 0.2625 -18.4021 -19.4269 0.13
H -1.8242 -20.0089 -18.6315 0.01
H -2.4175 -18.9697 -19.9092 0.11
H -3.2616 -18.9736 -18.3578 0.11
H 0.2470 -15.6477 -19.5633 0.08
H -0.9493 -15.8953 -18.5569 0.04
C -2.8376 -20.1483 -11.9133 -0.06
C -2.7131 -20.0957 -10.4082 -0.44
C -3.2428 -18.7607 -9.8771 -0.16
O -2.5216 -17.6895 -10.4892 -0.28
C -1.5208 -17.0876 -9.7016 -0.08
N -3.2968 -21.1958 -9.6674 0.05
H -2.1689 -19.4228 -12.3848 0.01
H -3.8364 -19.9491 -12.3062 0.10
H -2.4319 -21.0820 -12.3139 0.08
H -1.6573 -20.0303 -10.1140 0.12
H -3.1751 -18.7084 -8.7874 0.13
H -4.3274 -18.7677 -10.0380 0.14
H -1.0057 -16.2568 -10.1777 0.07
H -0.7842 -17.8153 -9.3485 0.09
H -1.9385 -16.6601 -8.7824 0.10
H -4.2788 -21.0143 -9.4676 0.07
H -3.3424 -22.0007 -10.2853 0.07
C 1.9388 -21.5834 -8.8514 -0.07
C 1.6072 -20.9770 -10.1949 -0.43
C 2.1630 -19.5538 -10.3207 -0.21
O 1.9179 -18.8454 -9.1275 -0.17
C 2.0891 -17.4750 -9.2909 -0.14
N 2.2646 -21.8088 -11.2292 0.04
H 1.4409 -22.5378 -8.6690 0.08
H 1.5411 -20.9847 -8.0267 0.07
H 3.0202 -21.6557 -8.7474 0.09
H 0.5213 -20.8703 -10.3205 0.12
H 1.7198 -19.0450 -11.1840 0.10
H 3.2182 -19.6903 -10.6002 0.13
H 1.7399 -17.0210 -8.3603 0.09
H 1.5154 -17.0073 -10.1057 0.07
H 3.0952 -17.0736 -9.4726 0.09
H 2.2419 -21.2217 -12.0734 0.02
H 1.5611 -22.4995 -11.4880 0.07
C -0.3928 -21.5458 -14.1905 -0.04
C 0.1860 -20.1133 -14.2873 -0.37
C -0.7246 -19.1519 -13.5383 -0.21
O -0.1246 -17.8641 -13.6996 -0.17
C -0.9198 -16.8361 -13.1911 -0.12
N 1.4907 -20.1568 -13.5805 0.08
H -1.2915 -21.6600 -14.8088 0.06
H -0.7272 -21.7296 -13.1685 0.06
H 0.3295 -22.2489 -14.6032 0.07
H 0.2802 -19.9511 -15.3642 0.11
H -0.6706 -19.3909 -12.4709 0.12
H -1.7296 -19.1899 -13.9652 0.10
H -1.2541 -17.0003 -12.1553 0.07
H -1.8267 -16.6937 -13.7876 0.04
H -0.2958 -15.9439 -13.1450 0.09
H 2.1247 -20.2960 -14.3726 0.04
H 1.5903 -19.1590 -13.3765 0.06
C 3.4855 -20.1953 -17.8267 -0.03
C 2.8727 -21.0627 -16.7294 -0.41
C 2.5510 -22.4895 -17.1617 -0.19
O 1.6171 -22.3379 -18.2155 -0.20
C 1.1153 -23.5617 -18.7489 -0.09
N 3.7459 -21.1064 -15.5362 0.02
H 4.4415 -20.6881 -18.0357 0.08
H 3.6591 -19.2049 -17.4157 0.05
H 2.9475 -20.2137 -18.7735 0.07
H 1.8890 -20.7403 -16.3753 0.10
H 2.0613 -23.0181 -16.3407 0.12
H 3.4934 -22.9324 -17.5099 0.14
H 0.9973 -24.3328 -17.9817 0.08
H 1.8159 -23.9605 -19.4843 0.09
H 0.1287 -23.3657 -19.1607 0.07
H 4.1103 -20.1574 -15.3560 0.03
H 4.6044 -21.6034 -15.7801 0.06

(3)
77
Properties=species:S:1:pos:R:3:mulliken_spin:R:1 method="wB97M-V/def2-TZVPD" orbital_gap_ev="4.99 / 4.68" multiplicity=2 total_charge=+2
Re 1.1216 -0.5791 1.0073 1.03
C 4.5576 -2.1413 -1.2179 0.00
C 3.4172 -2.0914 -0.4248 -0.02
N 2.7778 -0.9385 -0.2115 -0.04
C 3.2519 0.1766 -0.8366 -0.03
C 4.4372 0.0910 -1.5744 -0.01
N 5.0733 -1.0454 -1.7478 0.01
C 2.4401 1.3803 -0.6709 0.03
C 2.7723 2.6646 -1.0873 0.00
C 1.8746 3.7096 -0.8593 -0.01
C 0.6781 3.4371 -0.1935 0.00
C 0.4326 2.1468 0.2598 0.02
N 1.2868 1.1425 -0.0124 -0.01
C -0.6562 1.7348 1.1349 -0.04
C -1.7855 2.5000 1.4350 0.00
N -2.7170 2.0701 2.2548 0.00
C -2.5566 0.8833 2.8165 0.00
C -1.4451 0.0956 2.5534 -0.02
N -0.5045 0.5094 1.7032 -0.02
C 2.1979 5.0963 -1.2477 0.00
C 1.3094 5.8413 -2.0215 0.00
C 1.6386 7.1553 -2.3294 0.00
N 2.7477 7.7038 -1.8952 0.00
C 3.5985 7.0312 -1.1577 0.00
C 3.3747 5.7041 -0.8121 0.00
H 5.0860 -3.0642 -1.4130 0.00
H 3.0211 -2.9721 0.0683 0.00
H 4.8830 0.9594 -2.0357 0.00
H 3.7235 2.8482 -1.5623 0.00
H -0.0120 4.2347 0.0239 0.00
H -1.9385 3.4748 0.9965 0.00
H -3.3293 0.5577 3.4966 0.00
H -1.2927 -0.8680 3.0279 0.00
H 0.3910 5.4138 -2.3932 0.00
H 0.9899 7.7797 -2.9289 0.00
H 4.4754 7.5664 -0.8246 0.00
H 4.0816 5.1756 -0.1927 0.00
S 3.4445 -1.5459 7.8994 0.05
C 2.9468 -1.3622 6.3424 -0.02
S 2.2085 -2.6379 5.4035 0.03
C 2.0329 -1.7171 3.9324 0.08
C 2.4834 -0.4154 3.9706 0.00
S 2.4667 0.6513 2.6501 0.09
S 3.1404 0.1435 5.4873 0.00
S 1.3471 -2.4589 2.5485 -0.06
C -1.1217 -5.0123 -3.6571 0.00
C -0.7022 -3.7232 -3.9415 0.00
C -0.5078 -2.8136 -2.9163 0.00
C -0.7576 -3.1953 -1.6017 0.01
C -1.1876 -4.4866 -1.3158 0.00
C -1.3547 -5.3976 -2.3468 0.00
As -0.7352 -1.8253 -0.1993 -0.05
C -2.0639 -0.6520 -0.9975 0.00
C -1.8745 0.2985 -1.9865 0.00
C -2.9763 0.9218 -2.5536 0.00
C -4.2547 0.5842 -2.1369 0.00
C -4.4502 -0.3557 -1.1397 0.00
C -3.3578 -0.9700 -0.5403 0.00
C -3.4039 -1.9230 0.5743 0.00
C -4.5342 -2.2742 1.3067 0.00
C -4.4234 -3.1115 2.4053 0.00
C -3.1916 -3.6282 2.7746 0.00
C -2.0565 -3.3094 2.0425 0.00
C -2.1585 -2.4615 0.9524 0.01
H -1.2663 -5.7159 -4.4624 0.00
H -0.5377 -3.4256 -4.9667 0.00
H -0.1856 -1.8005 -3.1382 0.00
H -1.4028 -4.7665 -0.2896 0.00
H -1.6872 -6.3995 -2.1194 0.00
H -0.8728 0.5484 -2.3200 0.00
H -2.8360 1.6566 -3.3306 0.00
H -5.1076 1.0597 -2.5935 0.00
H -5.4501 -0.6274 -0.8458 0.00
H -5.5066 -1.8967 1.0315 0.00
H -5.3024 -3.3538 2.9843 0.00
H -3.1098 -4.2823 3.6284 0.00
H -1.0916 -3.7033 2.3396 0.00